No. 1
Computed, not measured: an isolated molecule of C4H6N2O2, with ωB97M-V with the def2-TZVPD basis set.

Atoms and positions in Å:
C  2.234  -0.570  -0.009
N  2.381  0.667  -0.010
O  1.053  1.192  -0.159
C  0.160  0.094  -0.106
C  -0.738  0.102  1.032
N  -1.950  -0.116  0.117
C  -0.977  -0.012  -1.057
O  0.961  -1.055  -0.071
H  3.046  -1.239  0.085
H  -0.730  1.007  1.751
H  -0.517  -0.764  1.721
H  -2.681  0.557  0.061
H  -1.036  -0.768  -1.775
H  -1.208  0.906  -1.581

Results
Calculated total energy   -11316.8992 eV
Relative energy (zero: lowest compared OMol25 entry of this formula, charge and spin)   95.5 kcal per mole
HOMO   -0.339 hartree
Structure (SMILES)   C1=NOC2(CNC2)O1

No. 2
Computed, not measured: an isolated molecule of C4H6N2O2, with ωB97M-V with the def2-TZVPD basis set.

Atoms and positions in Å:
C  -2.379  0.528  0.713
C  -2.028  -0.552  -0.256
N  -0.920  -0.930  -0.626
N  0.223  -0.246  -0.121
C  0.471  1.111  -0.402
O  1.456  1.786  -0.144
C  1.295  -1.145  0.073
O  2.334  -0.788  0.558
H  -1.521  0.759  1.413
H  -3.213  0.165  1.369
H  -2.646  1.464  0.213
H  -2.839  -1.123  -0.704
H  -0.364  1.538  -0.954
H  0.996  -2.207  -0.194

Results
Calculated total energy   -11318.7206 eV
Relative energy (zero: lowest compared OMol25 entry of this formula, charge and spin)   53.5 kcal per mole
HOMO   -0.367 hartree
Structure (SMILES)   C/C=N\N(C=O)C=O

No. 3
Computed, not measured: an isolated molecule of C4H6N2O2, with ωB97M-V with the def2-TZVPD basis set.

Atoms and positions in Å:
H  3.663  0.299  0.003
N  3.139  -0.707  -0.145
C  2.026  -0.238  -0.007
N  0.940  -1.011  0.290
C  -0.130  -0.113  0.002
O  -1.324  -0.805  -0.246
C  -2.551  -0.004  0.015
C  0.256  1.143  -0.074
O  1.639  1.118  -0.029
H  1.110  -1.901  -0.358
H  -3.070  -1.011  0.448
H  -3.152  0.493  -0.813
H  -2.247  0.746  0.834
H  -0.300  1.991  0.081

Results
Calculated total energy   -11316.9227 eV
Relative energy (zero: lowest compared OMol25 entry of this formula, charge and spin)   95.0 kcal per mole
HOMO   -0.307 hartree
Structure (SMILES)   [H]/N=c1/[nH]c(OC)co1

No. 4
Computed, not measured: an isolated molecule of C4H6N2O2, with ωB97M-V with the def2-TZVPD basis set.

Atoms and positions in Å:
C  -1.321  1.522  -0.362
O  0.115  1.486  -0.442
C  0.729  0.317  -0.096
C  0.636  -0.292  1.438
N  0.562  -1.560  1.281
N  0.122  -1.825  0.033
C  0.486  -0.948  -0.887
O  0.822  -1.094  -2.077
H  -1.575  2.569  -0.182
H  -1.692  0.974  0.552
H  -1.766  1.096  -1.237
H  1.751  0.545  -0.186
H  1.186  0.044  2.328
H  -0.056  -2.834  -0.164

Results
Calculated total energy   -11317.8828 eV
Relative energy (zero: lowest compared OMol25 entry of this formula, charge and spin)   72.8 kcal per mole
HOMO   -0.352 hartree
Structure (SMILES)   CO[C@H]1C=NNC1=O